DFT (the ωB97M-V functional and the def2-TZVPD basis) results for C9H15InO6 as an isolated structure in a non-equilibrium geometry.

Properties
* HOMO energy: -15.10 eV
* molecular weight: 334.03 g mol⁻¹
* ΔE to the lowest compared entry with this formula, charge and spin: 9.1 kcal per mole

```
! RIJCOSX wB97M-V def2-TZVPD def2/J DEFGRID3
* xyz 2 1
O -0.2430 2.1806 1.3708
C -1.0193 2.7032 0.5929
C -1.3449 2.0847 -0.7275
O -0.5193 0.9527 -0.9054
C -0.9694 -0.0590 -1.7722
C -1.8725 -1.0394 -1.1086
O -2.5707 -0.5706 -0.1528
C -3.3497 -1.4144 0.7132
H -1.1822 2.8249 -1.5281
H -1.5934 3.6017 0.8758
H -2.4200 1.8443 -0.7286
H -0.0742 -0.6044 -2.1072
H -1.4712 0.3431 -2.6683
H -2.2531 -1.8815 -1.7053
H -0.8121 -2.1191 -0.0813
H -4.2568 -0.8522 0.9496
H -3.5825 -2.3629 0.2147
H -2.7424 -1.5515 1.6148
O 2.5376 1.3635 0.3236
C 3.2890 0.5890 -0.4282
C 2.9128 -0.6413 -0.8374
O 1.6056 -1.0174 -0.5131
C 1.4331 -2.2239 0.2303
C 0.0670 -2.1160 0.8900
O -0.0749 -0.9568 1.5514
In 0.7995 0.5381 0.6490
H 4.2680 0.9703 -0.7541
H 3.4836 -1.3160 -1.4739
H 2.2213 -2.2921 0.9985
H 1.4891 -3.0968 -0.4387
H -0.1193 -3.0194 1.5028
*
```

=====

DFT (the ωB97M-V functional and the def2-TZVPD basis) results for C9H15IrOS3Sb as an isolated structure in a non-equilibrium geometry.

Properties
* HOMO energy (alpha / beta): -0.07 / 0.05 eV
* molecular weight: 549.40 g mol⁻¹
* ΔE to the lowest compared entry with this formula, charge and spin: 14.4 kcal per mole

```
! RIJCOSX wB97M-V def2-TZVPD def2/J DEFGRID3
* xyz -2 2
Ir 0.2196 -0.1581 -0.0841
S -3.7232 2.7111 -2.7955
Sb -1.9322 2.4146 -1.3419
S -1.3000 0.9785 1.0629
S -0.9045 0.3270 -2.0385
C 2.0305 -2.8987 1.2230
O 1.2795 -2.9922 0.0304
C 0.3555 -2.0173 -0.3373
C -0.6765 -2.7620 -1.1689
H 3.0671 -3.1622 0.9933
H 1.6201 -3.6273 1.9341
H 1.9956 -1.8993 1.6415
H -0.6962 -3.8245 -0.9264
H -0.4021 -2.6302 -2.2223
H -1.6642 -2.3227 -1.0551
C 5.1922 -0.6023 2.1245
C 4.3106 0.6554 2.0933
C 4.0583 1.1211 3.5346
C 5.0490 1.7675 1.3345
C 3.0313 0.3593 1.4357
C 1.9871 0.1396 0.8402
H 6.1572 -0.3893 2.5986
H 5.3709 -0.9644 1.1113
H 4.6978 -1.3986 2.6833
H 5.0029 1.3686 4.0317
H 3.5544 0.3385 4.1038
H 3.4129 1.9999 3.5391
H 5.9938 2.0167 1.8315
H 4.4285 2.6626 1.2835
H 5.2621 1.4520 0.3123
*
```

=====

DFT (the ωB97M-V functional and the def2-TZVPD basis) results for C9H15KO6P as an isolated structure in a non-equilibrium geometry.

Properties
* HOMO energy: -12.26 eV
* molecular weight: 289.28 g mol⁻¹

```
! RIJCOSX wB97M-V def2-TZVPD def2/J DEFGRID3
* xyz 1 1
C -0.2795 2.2491 -4.6186
C 0.6002 1.6495 -4.1098
O 1.5525 0.9642 -3.5315
C 1.2056 0.8083 -2.1945
O 1.4268 1.6435 -1.4056
O 0.6149 -0.3570 -1.9294
C 1.3304 -1.1437 -0.9597
C 0.3014 -1.9706 -0.1827
P 0.0122 -1.4864 1.5596
O -0.2466 -2.7382 2.3167
O -1.3191 -0.6214 1.6378
C -1.5149 0.3692 0.5906
C -2.6240 -0.0381 -0.3937
O 1.2712 -0.8056 2.2198
C 1.4654 0.6202 1.9919
C 0.6882 1.5142 2.9473
H -1.1498 2.7240 -4.9508
H 1.9952 -0.5628 -0.3338
H 1.9563 -1.8340 -1.5156
H -0.6381 -2.0344 -0.7165
H 0.6929 -2.9797 -0.1240
H -0.6260 0.5707 0.0016
H -1.8056 1.2804 1.0896
H -2.1704 -0.2959 -1.3436
H -3.2033 0.8544 -0.5888
H -3.2330 -0.8464 -0.0137
H 2.5156 0.8032 2.1714
H 1.2809 0.9375 0.9694
H 1.1766 1.5754 3.9082
H 0.6217 2.4917 2.4856
H -0.3269 1.1779 3.1321
K -1.5708 -4.5192 1.8910
*
```

=====

DFT (the ωB97M-V functional and the def2-TZVPD basis) results for an isolated ion of composition C9H15N2 and charge +1 in a non-equilibrium geometry.

Properties
* HOMO energy (alpha / beta): -12.89 / -12.89 eV
* SMILES: C[C@@H]1[C@@H](C)[NH+]=C=C2CCCN21
* molecular weight: 151.23 g mol⁻¹
* ΔE to the lowest compared entry with this formula, charge and spin: 79.0 kcal per mole

```
! RIJCOSX wB97M-V def2-TZVPD def2/J DEFGRID3
* xyz 1 1
C 1.1294 -1.7574 -0.8877
C 0.1080 -0.6999 -0.9462
C 0.1926 0.6592 -1.9279
C -1.1296 1.0749 -2.7079
N 0.8422 1.6748 -1.0338
C 0.6625 1.7575 0.2802
C -0.1455 0.8814 0.9349
C -0.4544 0.9979 2.3928
C -0.0646 -0.3680 2.8592
C -0.3405 -1.2348 1.6381
N -0.1660 -0.3060 0.4511
H 2.1437 -1.4912 -0.8446
H 1.1361 -2.2705 -1.8585
H 0.9800 -2.3532 -0.0689
H -0.8170 -1.2024 -1.2207
H 0.9756 0.5126 -2.6544
H -1.3665 2.1572 -2.7288
H -1.9441 0.4924 -2.1817
H -1.1079 0.8455 -3.7834
H 1.5434 2.2289 -1.4237
H -0.0224 1.8169 2.8367
H -1.4753 1.1504 2.7544
H 0.9726 -0.3490 3.1321
H -0.5414 -0.5671 3.7269
H 0.3052 -2.0477 1.5734
H -1.4163 -1.6024 1.6881
*
```

=====

DFT (the ωB97M-V functional and the def2-TZVPD basis) results for a 2-piece molecular cluster, C9H15N2O2S2 overall in a non-equilibrium geometry.

Properties
* HOMO energy (alpha / beta): -9.71 / -12.34 eV
* molecular weight: 247.37 g mol⁻¹

```
! RIJCOSX wB97M-V def2-TZVPD def2/J DEFGRID3
* xyz 1 3
C -2.2297 1.3159 -1.4802
C -1.0971 1.9580 -1.1433
C -1.6769 0.7237 0.5087
C 0.9007 -1.9215 0.3043
C 1.1327 -3.1128 1.1473
C -3.6112 -0.4538 -0.3529
C 0.2751 1.9451 1.0362
C 2.2328 1.0931 0.0621
C 1.8567 -0.0611 -0.7911
N -2.5588 0.5320 -0.4319
N -0.7437 1.5803 0.1155
O -0.2272 -1.5241 0.1461
O 1.9771 -1.3895 -0.2337
S 3.1704 1.0366 1.5306
S 2.6599 -0.0543 -2.4612
H -2.7203 1.5079 -2.3217
H -0.5580 2.8174 -1.5707
H -1.7842 0.1610 1.4932
H 1.2917 -2.6387 2.1665
H 0.3325 -3.9240 1.2653
H 2.1207 -3.5224 0.7983
H -3.7694 -0.6760 -1.4592
H -3.3441 -1.2909 0.1917
H -4.4786 -0.0561 0.1328
H 0.4505 3.0210 1.0855
H 0.2076 1.3774 1.9686
H 2.6262 1.9233 -0.3897
H 0.8583 0.1181 -1.1466
H 2.6967 -0.1107 1.8587
H 4.0094 -0.3750 -2.0291
*
```

=====

DFT (the ωB97M-V functional and the def2-TZVPD basis) results for a 2-piece molecular cluster, C9H15N2P overall in a non-equilibrium geometry.

Properties
* HOMO energy (alpha / beta): -6.64 / -5.74 eV
* molecular weight: 182.21 g mol⁻¹
* ΔE to the lowest compared entry with this formula, charge and spin: 84.1 kcal per mole

```
! RIJCOSX wB97M-V def2-TZVPD def2/J DEFGRID3
* xyz 0 1
C 2.5977 -1.6388 -3.3795
C 3.3098 -1.4563 -2.1181
C 1.3075 -1.8645 -2.9949
C 2.3610 -1.5029 -1.1528
C -1.4818 0.8135 2.7718
C -1.8644 0.2577 1.5789
C -1.9288 0.4213 4.1840
C -0.8313 2.5568 -0.5812
C -0.3556 1.2362 0.0361
N 1.0750 -1.7871 -1.6903
N -1.4164 0.4232 0.3663
P -0.2390 -2.0837 -0.7082
H 3.0950 -1.5986 -4.4313
H 4.3901 -1.1900 -2.0001
H 0.3793 -2.1031 -3.5938
H 2.3825 -1.2530 -0.0615
H -0.6971 1.5526 2.6918
H -2.5440 -0.5316 1.6994
H -1.1171 -0.2941 4.5506
H -2.1511 1.3426 4.8474
H -2.8746 -0.1833 4.0147
H -1.5562 2.3532 -1.3940
H -1.4139 3.2214 0.0765
H -0.0190 3.1224 -1.0000
H 0.3438 0.7213 -0.6916
H 0.3147 1.4888 0.8291
H -1.0663 -2.0241 -1.8495
*
```

=====

DFT (the ωB97M-V functional and the def2-TZVPD basis) results for an isolated ion of composition C9H15N2S and charge +1 in a non-equilibrium geometry.

Properties
* HOMO energy: -11.76 eV
* SMILES: C=C/C=C(/C)SC(=C)/C(N)=[NH+]/C
* molecular weight: 183.30 g mol⁻¹
* ΔE to the lowest compared entry with this formula, charge and spin: 51.8 kcal per mole

```
! RIJCOSX wB97M-V def2-TZVPD def2/J DEFGRID3
* xyz 1 1
C -3.8179 -0.2383 -0.7474
C -2.6426 0.3947 -0.7330
C -2.0105 0.6398 0.5323
C -0.8351 1.2811 0.5911
C -0.1377 1.6147 1.8240
S 0.0663 1.8120 -0.7944
C 1.6869 0.8285 -0.6481
C 2.8391 1.5041 -0.7548
C 1.6356 -0.5665 -0.2448
N 2.5994 -1.0715 0.5179
N 0.4591 -1.0876 -0.5933
C 0.3174 -2.5249 -0.5983
H -4.5398 -0.2779 -1.6488
H -4.2683 -0.7291 0.0533
H -2.3602 0.8426 -1.5697
H -2.4823 0.3977 1.3975
H 0.9646 1.4751 1.8484
H -0.6374 1.2361 2.7589
H -0.0624 2.7542 2.1187
H 2.9597 2.5973 -1.0317
H 3.7736 1.1191 -0.7726
H 3.5262 -0.6594 0.5673
H 2.4631 -1.9325 0.9728
H -0.1251 -0.6569 -1.2792
H 1.2142 -3.0979 -0.9646
H -0.5141 -2.9359 -1.2223
H -0.0717 -2.7185 0.4210
*
```

=====

DFT (the ωB97M-V functional and the def2-TZVPD basis) results for one molecule with the formula C9H15N3O6 in a non-equilibrium geometry.

Properties
* HOMO energy: -9.47 eV
* SMILES: NC(=O)CC[C@H](N)C(=O)N[C@@H](CC(=O)O)C(=O)O
* molecular weight: 261.23 g mol⁻¹
* ΔE to the lowest compared entry with this formula, charge and spin: 155.2 kcal per mole

```
! RIJCOSX wB97M-V def2-TZVPD def2/J DEFGRID3
* xyz 0 1
N -1.1601 -4.2380 -1.7576
C -1.4391 -2.9168 -1.2753
O -0.5697 -1.8996 -1.1753
C -2.7064 -2.5228 -0.7732
C -2.8698 -1.2047 -0.0207
C -2.5030 0.1653 -0.9134
N -2.5375 -0.2682 -2.2693
C -1.3467 1.1049 -0.3784
O -1.2918 2.2918 -0.7959
N -0.2324 0.3794 0.1675
C 1.0049 0.8612 0.6357
C 1.0825 1.4452 2.0031
C 2.3136 2.3909 2.0936
O 2.9227 2.6934 1.0768
O 2.3355 3.1554 3.3548
C 2.3249 -0.0637 0.3207
O 3.3846 0.0507 0.8487
O 1.9176 -0.9371 -0.7640
H -0.2225 -4.3455 -2.2834
H -2.1015 -4.6069 -2.1381
H -3.3920 -2.3771 -1.6684
H -3.0571 -3.4753 -0.1848
H -2.5346 -0.8932 1.0413
H -4.0032 -1.2653 0.1912
H -3.5037 0.6128 -1.0393
H -1.6038 -0.5028 -2.6789
H -2.7935 0.5244 -2.9965
H -0.4514 -0.5954 0.6762
H 1.3695 1.5728 -0.2442
H 1.1545 0.7665 2.7772
H 0.1523 1.9108 2.3677
H 2.9727 3.9589 3.4454
H 0.7690 -0.7912 -0.7643
*
```

=====

DFT (the ωB97M-V functional and the def2-TZVPD basis) results for one molecule with the formula C9H15N3S in a non-equilibrium geometry.

Properties
* HOMO energy: -8.44 eV
* SMILES: CCCCSc1cc(C)nnc1N
* molecular weight: 197.31 g mol⁻¹
* ΔE to the lowest compared entry with this formula, charge and spin: 75.5 kcal per mole

```
! RIJCOSX wB97M-V def2-TZVPD def2/J DEFGRID3
* xyz 0 1
C 2.5543 2.1537 1.5829
C 1.8794 1.2122 2.6319
C 0.6420 0.3948 2.2069
C 1.0287 -0.9454 1.3984
S -0.5214 -1.9148 0.9994
C -0.9197 -1.2216 -0.6731
C -2.1746 -0.5878 -0.8984
C -2.4150 -0.1178 -2.1761
C -3.6766 0.5105 -2.4424
N -1.3831 -0.1891 -3.0787
N -0.1969 -0.6649 -2.9131
C 0.0623 -1.2454 -1.7116
N 1.2299 -2.0443 -1.6867
H 3.5880 2.1803 1.8226
H 2.5643 1.8184 0.6070
H 2.1491 3.1330 1.6978
H 2.6459 0.5389 2.8117
H 1.7683 1.8440 3.5414
H 0.0451 0.9386 1.6053
H 0.1139 0.0362 3.1333
H 1.7149 -0.7095 0.5226
H 1.5432 -1.5959 2.0726
H -2.9428 -0.6393 -0.1784
H -4.5239 -0.2271 -2.7514
H -3.5638 1.3406 -3.1698
H -3.9266 1.0197 -1.4550
H 1.1697 -2.7614 -0.9081
H 1.5455 -2.2569 -2.5908
*
```

=====

DFT (the ωB97M-V functional and the def2-TZVPD basis) results for C9H15N6S3Sc as an isolated structure.

Properties
* HOMO energy: -14.27 eV
* molecular weight: 348.42 g mol⁻¹
* ΔE to the lowest compared entry with this formula, charge and spin: 10.4 kcal per mole

```
! RIJCOSX wB97M-V def2-TZVPD def2/J DEFGRID3
* xyz 2 1
Sc -0.2870 -0.0137 0.7459
S -1.5013 -0.8025 2.6211
C -2.7193 -1.1987 1.4217
C -4.0664 -0.9979 1.8410
N -5.1476 -0.8447 2.1958
C -2.4707 -1.6184 0.1445
S -0.8681 -1.8703 -0.5760
C -3.5369 -1.7988 -0.7818
N -4.3545 -1.8638 -1.5866
S -0.7777 2.1643 -0.3011
C -1.3727 2.0055 -1.9171
N -1.7101 3.0645 -2.6300
C -2.1960 2.6980 -3.9644
C -2.3077 1.1655 -3.8551
N -1.5960 0.8908 -2.5978
H -1.5864 4.0090 -2.3035
H -1.4754 3.0068 -4.7214
H -3.1536 3.1699 -4.1706
H -1.8272 0.6553 -4.6861
H -3.3410 0.8268 -3.7768
H -1.5322 -0.0297 -2.1843
N 5.2843 -0.8760 2.9581
C 3.9486 -1.4556 2.5838
C 3.0233 -0.3909 1.9824
N 1.6921 -0.9403 1.6698
H 5.8930 -1.6038 3.3476
H 5.1977 -0.1408 3.6670
H 5.7677 -0.4747 2.1484
H 3.5211 -1.8802 3.4920
H 4.1409 -2.2616 1.8758
H 3.4577 0.0179 1.0680
H 2.8920 0.4340 2.6859
H 1.2339 -1.2736 2.5229
H 1.7756 -1.7723 1.0810
*
```

=====

DFT (the ωB97M-V functional and the def2-TZVPD basis) results for C9H15NO3PSSe3SrTe as an isolated structure in a non-equilibrium geometry.

Properties
* HOMO energy: -5.45 eV
* molecular weight: 700.36 g mol⁻¹

```
! RIJCOSX wB97M-V def2-TZVPD def2/J DEFGRID3
* xyz -1 1
Sr -3.6455 -0.6784 -1.5469
Se -5.1048 -2.7083 -2.6332
Se -6.2602 -0.2644 -1.0000
Te -5.0531 -1.1434 0.9122
Se -4.0357 -3.1860 -0.6911
C 1.4042 -3.1319 -0.4396
P -0.0464 -2.0883 -0.7892
C -0.3140 -2.5484 -2.5576
C 0.8120 -0.4827 -1.0476
H 2.1505 -3.0325 -1.2322
H 1.1081 -4.1780 -0.3543
H 1.8542 -2.8194 0.5030
H 0.5850 -2.3538 -3.1490
H -1.1362 -1.9828 -3.0041
H -0.5690 -3.6061 -2.6385
H 1.6032 -0.5719 -1.7972
H 1.2564 -0.1207 -0.1183
H 0.1090 0.2824 -1.3827
N -2.0577 1.1285 1.4213
C -0.7147 1.6070 1.4481
C 0.1340 1.2902 2.4979
C 1.4580 1.7125 2.4714
C 1.9433 2.4731 1.4139
C 1.0681 2.8416 0.3979
C -0.2452 2.4100 0.4173
S 3.6783 2.8474 1.2562
O 4.2050 2.7037 2.6035
O 3.7108 4.2007 0.7218
O 4.1476 1.8347 0.3174
H -2.1376 0.1830 1.7727
H -2.3449 1.1261 0.4554
H -0.2350 0.6830 3.3178
H 2.1426 1.4508 3.2681
H 1.4421 3.4562 -0.4114
H -0.9124 2.6663 -0.4030
*
```

=====

DFT (the ωB97M-V functional and the def2-TZVPD basis) results for an isolated ion of composition C9H15O2 and charge +1 in a non-equilibrium geometry.

Properties
* HOMO energy: -13.97 eV
* molecular weight: 155.22 g mol⁻¹
* ΔE to the lowest compared entry with this formula, charge and spin: 17.6 kcal per mole

```
! RIJCOSX wB97M-V def2-TZVPD def2/J DEFGRID3
* xyz 1 1
C 1.5957 -1.0442 0.7643
C 2.0521 0.0590 -0.2265
C -0.3709 -1.6609 -0.5339
C 0.3183 1.9372 0.0185
C -1.8173 -1.0035 -0.6348
C -0.8380 1.2116 -0.7550
C 0.1342 -1.3187 0.7742
C 1.5712 1.3394 0.3333
C -1.5774 0.2601 0.1850
O -2.6512 0.9370 0.6481
O -0.7586 -0.2357 1.2529
H 2.1960 -1.9089 0.4020
H 1.9231 -0.8811 1.8392
H 3.1279 -0.0392 -0.2698
H 1.5292 -0.1746 -1.1983
H -0.5070 -2.7277 -0.7805
H 0.2314 -1.2796 -1.3617
H 0.6315 2.7978 -0.5749
H -0.0866 2.2535 0.9716
H -1.9655 -0.7609 -1.6865
H -2.5611 -1.5799 -0.2658
H -1.5966 1.9349 -1.1117
H -0.4663 0.5823 -1.5468
H 0.0091 -2.1380 1.5313
H 2.1725 1.7728 1.0290
H -2.2957 1.6674 1.1969
*
```